Entry 1:
{
  "formula": "C16H34N2O4S4",
  "method": "ωB97M-V/def2-TZVPD",
  "de_lowest_kj_mol": 0.0,
  "homo_lumo_gap_ev": 8.18,
  "lumo_energy_ev": 0.22,
  "energy_ha": -2633.0936,
  "symbols": ["C", "S", "O", "C", "H", "H", "H", "H", "H", "H", "C", "S", "O", "C", "H", "H", "H", "H", "H", "H", "C", "S", "O", "C", "H", "H", "H", "H", "H", "H", "C", "S", "O", "C", "H", "H", "H", "H", "H", "H", "N", "C", "C", "C", "C", "H", "H", "H", "H", "H", "N", "C", "C", "C", "C", "H", "H", "H", "H", "H"],
  "xyz": [[2.654702, 2.683002, -7.096149], [1.348913, 3.104871, -5.911206], [0.054086, 2.609750, -6.491653], [1.816473, 1.825017, -4.703715], [2.353272, 2.969374, -8.104864], [2.752717, 1.599784, -7.193613], [3.574251, 3.172758, -6.784385], [1.236936, 1.966312, -3.790884], [2.805362, 2.141334, -4.351094], [1.721705, 0.827115, -5.111817], [-1.257798, 1.069597, -1.552004], [-1.304058, -0.775457, -1.472984], [0.109401, -1.276186, -1.323433], [-2.142605, -0.875108, 0.117304], [-2.245392, 1.510215, -1.638957], [-0.662128, 1.257211, -2.443941], [-0.728310, 1.396941, -0.656126], [-2.286985, -1.928084, 0.333029], [-3.083705, -0.328661, 0.033112], [-1.558875, -0.299576, 0.841065], [2.941925, -3.171183, 3.249921], [3.224507, -1.422984, 2.889359], [4.682127, -1.167691, 3.106776], [2.944258, -1.425025, 1.075866], [3.145675, -3.300919, 4.308356], [3.596522, -3.806184, 2.647893], [1.939295, -3.488106, 2.956296], [1.952349, -1.827018, 0.877862], [3.689410, -1.932925, 0.463062], [3.053809, -0.365923, 0.847312], [-3.656497, 3.900189, 2.315855], [-2.926105, 2.354957, 1.635933], [-1.592697, 2.206470, 2.348264], [-4.015302, 1.218928, 2.528674], [-3.418176, 4.658081, 1.574334], [-3.221863, 4.121165, 3.288495], [-4.732008, 3.809453, 2.468582], [-4.110819, 1.660691, 3.523547], [-3.645114, 0.209239, 2.708642], [-5.031064, 1.104701, 2.142543], [-4.210606, -2.625480, 5.246825], [-2.846586, -2.539851, 5.149509], [-2.552728, -2.406460, 3.812446], [-3.783206, -2.458868, 3.097747], [-4.777723, -2.697580, 4.026515], [-4.693774, -2.672536, 6.126229], [-2.248240, -2.637661, 6.038057], [-1.552744, -2.395279, 3.409957], [-3.892732, -2.480020, 2.025374], [-5.840753, -2.659013, 3.850173], [2.499597, -0.038411, -2.130814], [3.348287, 0.957184, -1.711737], [4.643301, 0.577731, -2.045128], [4.545820, -0.639113, -2.699048], [3.220413, -1.014885, -2.757831], [1.501482, -0.088216, -1.931661], [2.928285, 1.780645, -1.157476], [5.493306, 1.212674, -1.857379], [5.395384, -1.186043, -3.081091], [2.845021, -1.974942, -3.065926]],
  "forces_ev_per_a": [[-0.266, -0.396, -0.378], [-0.741, -1.349, -0.223], [0.470, 0.488, 0.098], [0.423, 1.582, 0.597], [-0.090, 0.627, 0.248], [0.167, -0.006, 0.487], [0.101, -0.103, -0.106], [-0.493, -0.115, -0.318], [0.274, -0.688, -0.317], [0.174, -0.043, -0.097], [0.763, -1.082, 0.130], [-0.406, 0.323, -0.467], [-0.673, 0.593, 0.280], [0.380, 0.734, -0.156], [-0.102, -0.135, 0.009], [-0.084, 0.246, -0.020], [-0.068, 0.200, -0.022], [0.028, 0.051, 0.306], [-0.186, -0.327, -0.244], [0.186, -0.520, 0.230], [0.127, -0.319, -0.741], [0.480, -0.189, -0.662], [-0.461, -0.135, 0.014], [0.215, 0.173, 0.623], [-0.138, -0.098, 0.037], [0.354, 0.249, 0.171], [-0.201, 0.342, 0.384], [-0.121, 0.307, -0.128], [0.166, -0.319, 0.465], [-0.426, 0.008, -0.233], [-0.103, -0.418, -0.390], [0.804, -0.221, 1.478], [-1.031, 0.104, -0.978], [-0.718, 0.011, 1.016], [-0.088, 0.246, 0.210], [0.382, -0.182, -0.115], [-0.032, -0.053, -0.378], [0.019, -0.038, 0.043], [0.596, 0.159, -0.507], [0.144, 0.350, -0.417], [0.216, -0.612, 1.020], [-0.409, 0.258, -0.368], [0.163, -0.317, 0.233], [0.246, -0.823, 0.237], [-0.138, 1.421, -1.214], [-0.099, -0.129, -0.091], [0.176, 0.192, -0.091], [-0.040, 0.193, -0.092], [-0.112, 0.102, 0.040], [-0.026, -0.273, 0.293], [0.069, 0.194, -0.093], [-0.131, -0.687, -0.015], [-1.028, 1.794, 0.645], [0.429, -0.970, -0.671], [0.624, -0.045, 0.448], [0.435, -0.312, 0.030], [0.248, 0.168, -0.056], [0.203, -0.260, -0.017], [-0.193, -0.148, -0.060], [-0.457, 0.198, -0.103]],
  "nbo_charge": [-0.832, 1.228, -0.991, -0.814, 0.246, 0.230, 0.229, 0.223, 0.236, 0.242, -0.815, 1.229, -0.997, -0.837, 0.239, 0.234, 0.238, 0.242, 0.230, 0.250, -0.835, 1.233, -0.982, -0.824, 0.237, 0.231, 0.225, 0.232, 0.241, 0.239, -0.808, 1.200, -0.973, -0.852, 0.234, 0.249, 0.228, 0.231, 0.267, 0.229, -0.496, -0.075, -0.306, -0.328, -0.073, 0.412, 0.216, 0.225, 0.216, 0.212, -0.518, -0.098, -0.316, -0.303, -0.089, 0.443, 0.208, 0.223, 0.217, 0.219]
}

***

Entry 2:
{
  "formula": "C3H4N2O",
  "method": "ωB97M-V/def2-TZVPD",
  "de_lowest_kj_mol": 290.0,
  "smiles": "Oc1cnc[nH]1",
  "homo_lumo_gap_ev": 8.89,
  "lumo_energy_ev": 0.49,
  "energy_ha": -301.3768,
  "symbols": ["O", "C", "C", "N", "C", "N", "H", "H", "H", "H"],
  "xyz": [[-1.694301, -1.071580, -0.042078], [-0.570972, -0.336574, -0.041654], [-0.338275, 1.014550, -0.167333], [0.988491, 1.216308, -0.253084], [1.638817, 0.036133, -0.083596], [0.636345, -0.943283, 0.060212], [-2.450850, -0.483230, -0.166709], [-1.023240, 1.845847, -0.179835], [2.019122, 0.699871, 0.758886], [0.747332, -1.948613, 0.114119]],
  "forces_ev_per_a": [[-0.125, 0.028, 0.026], [0.297, 0.039, -0.012], [-0.425, 0.058, -0.549], [-0.766, 0.412, -0.436], [-0.591, 0.986, 0.302], [-0.127, 0.247, 0.331], [0.125, -0.149, -0.035], [-0.249, -0.148, -0.154], [1.721, -1.832, 0.463], [0.142, 0.360, 0.064]],
  "nbo_charge": [-0.651, 0.456, -0.223, -0.391, -0.067, -0.551, 0.497, 0.209, 0.297, 0.424]
}

***

Entry 3:
{
  "formula": "C5H13N3",
  "method": "ωB97M-V/def2-TZVPD",
  "de_lowest_kj_mol": 313.9,
  "smiles": "[H]/N=C(/C)N=C.CNC",
  "homo_lumo_gap_ev": 8.78,
  "lumo_energy_ev": 0.92,
  "energy_ha": -362.4627,
  "symbols": ["C", "C", "N", "C", "N", "H", "H", "H", "H", "H", "H", "H", "H", "C", "C", "N", "H", "H", "H", "H", "H"],
  "xyz": [[-0.150434, -1.983622, -1.280415], [2.189880, 0.838607, 0.172536], [-0.588075, -0.611478, -1.211115], [0.918654, 0.258352, 0.741764], [1.014209, -0.619709, 1.703844], [-0.100179, 0.274687, -1.310842], [0.083390, -0.740111, 2.112024], [-0.856397, -2.602418, -1.846374], [-0.124921, -2.413497, -0.272933], [0.836742, -2.069954, -1.743558], [2.825684, 0.026676, -0.186659], [2.743303, 1.374864, 0.946497], [1.974798, 1.525735, -0.650259], [-2.130873, -0.417505, -0.744271], [-0.292526, 2.127570, 1.451148], [-0.230057, 1.068416, 0.739253], [-2.254165, -0.935881, 0.206599], [-2.537149, 0.594755, -0.736875], [-2.686974, -0.961788, -1.509413], [-1.194069, 2.751503, 1.389349], [0.559160, 2.514797, 2.029699]],
  "forces_ev_per_a": [[-0.110, 0.636, 0.146], [-0.210, -0.527, -1.042], [-3.808, 1.108, 0.192], [0.780, 0.223, 4.540], [-0.220, 0.314, -2.192], [0.050, -1.247, -0.265], [0.145, -0.003, 0.061], [0.062, 0.134, -0.207], [0.308, -0.163, 0.109], [-0.129, 0.052, 0.120], [-0.002, 0.136, 0.015], [-0.260, -0.050, 0.035], [0.111, -0.073, 0.041], [2.948, -1.368, -1.563], [0.466, -0.570, -1.041], [-0.715, 1.772, 0.376], [-0.043, 0.255, 0.154], [0.768, -0.001, 0.148], [-0.162, -0.115, 0.102], [0.219, -0.353, 0.200], [-0.198, -0.159, 0.070]],
  "nbo_charge": [-0.403, -0.687, -0.675, 0.434, -0.661, 0.393, 0.331, 0.179, 0.173, 0.206, 0.243, 0.241, 0.213, -0.408, -0.025, -0.461, 0.183, 0.209, 0.186, 0.177, 0.153]
}

***

Entry 4:
{
  "formula": "C2H10N4S",
  "method": "ωB97M-V/def2-TZVPD",
  "de_lowest_kj_mol": 106.9,
  "homo_lumo_gap_ev": 9.28,
  "lumo_energy_ev": -7.60,
  "charge": 2,
  "energy_ha": -698.6737,
  "symbols": ["C", "C", "N", "N", "N", "N", "S", "H", "H", "H", "H", "H", "H", "H", "H", "H", "H"],
  "xyz": [[0.708817, -4.261389, 3.603282], [0.182303, 5.647269, -3.907682], [-0.545592, -4.242709, 3.431676], [0.284860, 3.583817, -5.158488], [-1.565538, -4.039098, 4.294113], [0.798477, 4.808075, -4.972481], [0.782526, 2.722959, -6.370607], [1.195697, -4.423977, 4.542273], [1.415826, -4.322254, 2.799609], [0.261587, 6.729464, -4.237097], [-0.930741, 5.331228, -3.834497], [0.599669, 5.672414, -2.928624], [-0.774105, -3.839781, 2.495186], [-2.304025, -4.555897, 3.849284], [-1.542470, -4.145943, 5.295657], [1.477744, 5.203267, -5.642402], [0.084151, 1.566166, -5.819781]],
  "forces_ev_per_a": [[1.242, -1.285, 0.906], [-2.425, 1.227, -1.590], [1.155, 2.370, -0.990], [1.480, 5.133, 2.069], [-1.327, -0.304, -1.116], [-1.768, -3.035, 0.156], [-0.594, -3.011, -0.269], [-0.371, 0.062, 0.855], [-0.346, 0.430, -0.855], [-0.325, -1.339, 0.026], [1.980, 0.658, -0.154], [0.933, -0.892, 0.567], [-0.399, -1.098, 0.535], [-1.015, 0.121, 0.560], [1.055, -0.356, 0.171], [-0.304, -0.234, 0.402], [1.029, 1.552, -1.274]],
  "nbo_charge": [0.044, -0.452, -0.221, -0.238, -0.576, -0.240, 0.546, 0.232, 0.243, 0.254, 0.256, 0.254, 0.448, 0.400, 0.430, 0.417, 0.204]
}

***

Highest occupied orbital energy (computed, eV): -7.95; -8.40; -7.86; -16.88